Entry 1:
141
Properties=species:S:1:pos:R:3:forces:R:3 method="wB97M-V/def2-TZVPD" e_tot_ha=-3472.808815 spin_multiplicity=1 homo_energy_ev=-1.5 charge=-2 orbital_gap_ev=4.856 de_lowest_kj_mol=111.25
Cs 0.14851 0.40192 0.60106 0.01 -0.53 -0.43
C -0.69700 -2.50131 4.69107 -0.07 0.01 -0.02
C -1.49362 -3.29079 3.68518 -0.01 0.03 -0.04
C -1.48690 -4.68105 3.70853 -0.03 0.09 -0.02
C -2.20754 -5.41926 2.77626 -0.04 0.13 -0.01
C -2.93187 -4.73865 1.80707 0.01 0.05 0.05
C -2.96494 -3.34561 1.75320 -0.06 -0.01 -0.08
C -3.71865 -2.64638 0.65513 0.03 -0.16 -0.03
C -2.25054 -2.59467 2.71026 -0.09 0.05 -0.01
N -2.14894 -1.20768 2.70052 0.10 0.10 -0.12
C -3.20019 -0.40528 2.66304 -0.01 -0.30 0.11
O -4.42619 -0.68094 2.63652 0.27 0.19 0.24
C -2.83006 1.06980 2.82332 0.16 -0.06 -0.11
C -3.73608 1.89134 3.47676 -0.07 0.20 -0.04
C -3.39168 3.21584 3.70715 0.03 -0.08 -0.08
C -2.15659 3.67459 3.28598 -0.08 0.03 -0.01
C -1.29136 2.77895 2.66250 -0.02 -0.08 -0.11
N -1.63131 1.51006 2.41385 -0.50 0.51 0.82
C 0.12406 3.29310 2.37629 0.22 0.07 0.30
O 0.23407 4.34042 1.69207 -0.32 -0.06 0.34
N 1.01076 2.58952 3.05993 -0.10 -0.13 0.12
C 2.35204 2.88963 3.29897 -0.09 0.03 -0.07
C 3.28260 3.25835 2.30993 0.11 0.08 -0.13
C 2.83720 3.44903 0.88635 0.25 -0.01 0.05
C 4.63217 3.39910 2.64171 -0.07 0.07 0.04
C 5.09084 3.20843 3.93646 -0.17 0.00 -0.03
C 4.17147 2.86086 4.92282 -0.03 -0.05 -0.12
C 2.82498 2.68897 4.62537 -0.12 0.00 -0.10
C 1.86051 2.26612 5.70622 0.04 0.10 -0.10
H -0.00718 -3.15158 5.23736 -0.02 0.03 -0.03
H -1.35386 -2.00337 5.41102 0.02 -0.02 -0.03
H -0.13896 -1.70108 4.19761 -0.05 -0.05 0.06
H -0.89566 -5.19189 4.46375 -0.01 0.02 0.00
H -2.19066 -6.50347 2.79355 0.01 0.02 0.00
H -3.48394 -5.29970 1.05926 -0.02 0.00 -0.02
H -4.21789 -3.38006 0.01440 0.05 -0.01 -0.03
H -3.03630 -2.04998 0.04203 0.00 0.02 0.01
H -4.45757 -1.96032 1.07233 0.03 -0.08 -0.04
H -4.68500 1.47075 3.77622 -0.01 -0.01 0.01
H -4.07805 3.88055 4.21783 -0.04 0.03 0.03
H -1.83168 4.69639 3.44022 -0.02 -0.05 -0.01
H 1.88123 3.97218 0.85039 0.13 0.00 -0.03
H 2.71247 2.48328 0.38894 0.03 -0.08 0.01
H 3.57900 4.01978 0.32028 0.08 -0.08 0.00
H 5.33208 3.67050 1.85521 -0.04 -0.02 0.02
H 6.14300 3.32271 4.17247 -0.02 -0.01 0.00
H 4.50984 2.69336 5.94180 -0.03 0.01 -0.02
H 2.40023 1.86672 6.57022 -0.03 0.03 -0.05
H 1.16433 1.51879 5.32306 0.03 -0.01 0.00
H 1.24697 3.11003 6.04267 0.03 -0.06 -0.05
C 2.15157 3.84668 -3.48609 -0.03 0.02 -0.03
C 1.58586 2.97038 -2.36440 -0.01 -0.12 -0.19
C 0.07671 2.75815 -2.51660 0.04 0.08 0.02
P 2.33976 1.29929 -1.92311 0.15 0.26 -0.56
C 4.17305 1.69256 -2.10443 0.05 -0.30 0.07
C 5.03984 0.90680 -1.10762 -0.07 0.03 -0.03
C 4.71621 1.51381 -3.51837 0.05 -0.02 -0.08
C 1.95568 0.21638 -3.36012 0.11 -0.25 0.00
C 1.40610 0.52797 -4.60052 -0.01 -0.03 0.12
C 1.07022 -0.44726 -5.54238 0.03 0.02 -0.02
C 0.51852 -0.07094 -6.90073 0.04 -0.05 0.10
C 1.29820 -1.77952 -5.19497 -0.02 -0.01 0.10
C 1.86112 -2.13622 -3.97986 0.04 0.10 -0.09
C 2.24331 -1.14919 -3.03777 0.07 0.05 0.30
N 2.77076 -1.35389 -1.80398 0.19 -0.28 -0.21
C 3.55856 -2.40451 -1.45062 -0.15 0.17 -0.15
C 4.38769 -3.12818 -2.35778 -0.04 -0.03 0.15
C 5.26294 -4.11212 -1.92899 -0.07 0.10 -0.01
C 5.38170 -4.45315 -0.58065 0.03 -0.05 -0.08
C 6.31774 -5.54347 -0.10414 -0.10 0.11 -0.03
C 4.58283 -3.75035 0.31308 -0.10 0.16 0.09
C 3.68363 -2.74770 -0.06502 0.01 -0.17 -0.02
P 2.56222 -1.88705 1.11309 0.53 -0.30 -0.01
C 3.68174 -1.12429 2.40290 -0.02 -0.10 0.06
C 4.94732 -1.83817 2.87175 0.07 0.02 0.09
C 2.81507 -0.69876 3.59252 0.00 -0.04 -0.04
C 1.62492 -3.25866 1.95622 -0.15 -0.04 -0.18
C 0.67386 -3.84085 0.89593 0.01 -0.02 0.04
C 2.31440 -4.38914 2.71018 -0.04 -0.11 0.09
H 1.67558 4.83744 -3.46159 0.04 -0.10 0.00
H 1.97390 3.42406 -4.47968 0.04 0.02 0.08
H 3.22912 4.00092 -3.38040 -0.10 -0.01 0.00
H 1.73009 3.52071 -1.43159 0.03 0.05 0.04
H -0.14414 2.20432 -3.43292 -0.08 0.05 0.11
H -0.46934 3.71103 -2.53265 0.14 -0.09 0.07
H -0.31256 2.16279 -1.68617 -0.08 0.13 -0.14
H 4.23492 2.74829 -1.83248 -0.02 0.14 0.04
H 4.97488 -0.16741 -1.29338 -0.01 0.08 0.00
H 4.73146 1.08409 -0.07412 -0.05 0.01 -0.04
H 6.09157 1.21082 -1.19877 -0.10 0.01 -0.01
H 4.69969 0.45502 -3.79524 -0.01 0.07 0.01
H 5.75625 1.86488 -3.57325 -0.09 -0.04 0.00
H 4.12789 2.05580 -4.26344 0.04 -0.06 0.05
H 1.21635 1.56405 -4.86219 0.04 -0.04 0.01
H -0.03474 0.87172 -6.85722 0.01 -0.04 0.01
H -0.16369 -0.83984 -7.28063 0.05 0.07 0.04
H 1.31161 0.05373 -7.64858 -0.04 0.00 0.03
H 1.01094 -2.56004 -5.89828 0.03 0.00 0.04
H 1.99570 -3.18335 -3.72901 0.00 0.07 -0.02
H 4.34710 -2.86983 -3.41000 0.00 -0.02 0.03
H 5.88674 -4.62310 -2.66171 -0.05 0.04 0.02
H 7.00038 -5.84410 -0.90170 0.01 0.00 -0.01
H 5.77602 -6.44041 0.21694 0.01 0.04 -0.02
H 6.92496 -5.21523 0.74565 -0.04 0.01 -0.04
H 4.68116 -3.99352 1.36660 -0.06 0.02 -0.08
H 4.00368 -0.20998 1.89352 0.03 0.08 0.00
H 4.72291 -2.78270 3.37982 0.04 0.11 -0.05
H 5.47950 -1.19508 3.58665 -0.05 -0.08 -0.07
H 5.62380 -2.04754 2.04034 -0.05 0.01 0.07
H 2.43641 -1.57262 4.13721 0.04 0.10 -0.03
H 1.95922 -0.09931 3.26648 -0.02 -0.02 0.10
H 3.39188 -0.07912 4.28603 -0.02 -0.05 -0.04
H 1.00640 -2.71579 2.67856 -0.03 0.02 -0.05
H 1.24244 -4.37316 0.12303 -0.03 0.05 0.07
H 0.08967 -3.06299 0.39524 0.07 -0.04 0.04
H -0.03192 -4.53830 1.36055 0.09 0.06 -0.05
H 2.89329 -5.02334 2.03463 -0.01 0.02 0.03
H 1.54572 -5.02120 3.17861 0.11 0.07 -0.06
H 2.97374 -4.02590 3.50222 -0.01 -0.01 -0.04
C -3.28148 -2.40898 -4.44668 0.06 0.01 0.08
C -2.90707 -3.13654 -3.14769 0.09 0.33 -0.05
C -1.83774 -2.43070 -2.43148 0.32 0.05 0.09
N -0.98313 -1.87614 -1.89785 -0.31 -0.14 -0.09
H -4.04890 -2.96726 -4.98620 0.02 0.01 0.04
H -2.40714 -2.29860 -5.09107 -0.05 -0.02 0.04
H -3.66177 -1.41103 -4.22308 0.03 -0.05 -0.01
H -2.56919 -4.15092 -3.35055 0.06 -0.07 -0.01
H -3.76265 -3.20550 -2.47777 -0.06 0.00 0.05
N -3.00845 0.82744 -2.23474 -0.12 -0.13 -0.02
C -3.36349 1.78645 -2.75702 0.04 0.53 -0.14
C -3.76162 3.02941 -3.39483 0.06 -0.43 0.17
C -2.84534 3.73804 -4.16059 0.17 0.10 -0.19
C -3.23052 4.92579 -4.76764 0.09 -0.10 0.03
C -4.52352 5.40068 -4.61064 -0.03 0.04 -0.01
C -5.43616 4.69108 -3.84320 -0.01 -0.11 0.08
C -5.05733 3.50346 -3.23302 -0.21 0.09 0.04
H -1.83684 3.35923 -4.26297 -0.09 0.05 -0.04
H -2.51455 5.48344 -5.35879 -0.01 -0.04 0.03
H -4.81947 6.33024 -5.08284 0.01 -0.03 0.02
H -6.44292 5.06611 -3.71175 0.00 -0.02 0.01
H -5.75178 2.94320 -2.62002 -0.01 0.04 -0.03



Entry 2:
154
Properties=species:S:1:pos:R:3:forces:R:3 method="wB97M-V/def2-TZVPD" e_tot_ha=-3716.396500 spin_multiplicity=1 homo_energy_ev=-10.4 charge=+1 orbital_gap_ev=8.210
C 3.78708 -4.29443 1.92743 0.01 0.01 0.05
C 2.52840 -4.53034 1.11361 -0.18 -0.01 0.01
O 2.70095 -4.06057 -0.24428 0.03 0.03 0.07
P 1.98354 -2.73994 -0.73392 -0.01 -0.17 -0.10
O 0.51791 -2.68065 -0.60336 -0.04 0.07 -0.03
C 2.73627 -1.37599 0.17454 0.05 -0.03 0.08
C 2.27020 -0.03821 -0.41935 0.15 0.09 0.08
C 1.88204 1.00795 0.61837 -0.04 -0.03 0.10
C 0.69281 1.81479 0.13942 0.03 0.17 -0.28
N 0.18220 2.72005 1.22260 0.07 -0.13 -0.11
C -0.60425 1.92390 2.23757 0.03 -0.11 0.10
C -1.99453 1.52863 1.70086 -0.05 -0.03 -0.06
C -2.12448 0.00884 1.58840 -0.13 0.04 -0.22
C -3.12028 2.12160 2.56687 -0.08 0.02 -0.02
C 1.33529 3.63435 1.68076 0.08 0.22 0.23
C 1.37397 4.78289 0.66401 -0.19 -0.05 -0.20
P 0.83263 4.46713 3.25995 0.23 -0.19 0.01
O -0.52038 4.98026 3.08311 -0.20 0.12 0.00
O 1.98882 5.51650 3.49282 -0.06 0.13 0.05
O 1.07075 3.47786 4.49284 0.09 -0.02 -0.22
C 2.64839 2.84546 1.87929 0.17 -0.20 0.05
B 3.97069 3.76485 2.15820 -0.49 0.20 0.20
O 4.47293 3.67447 3.45686 -0.09 0.06 0.00
N 4.50417 4.67783 1.24049 0.91 -0.83 -0.05
C 4.52318 4.40109 -0.19617 -0.29 0.21 -0.09
C 5.72682 5.38435 1.64558 -0.12 0.25 0.01
O 2.95496 1.91265 0.83807 -0.20 0.24 -0.08
O 2.55405 -2.65983 -2.20538 0.01 0.11 0.06
C 1.70881 -2.28559 -3.32472 -0.02 -0.03 0.02
C 1.10255 -3.50605 -4.00779 -0.01 0.02 0.01
H 4.65981 -4.32890 1.27526 -0.01 -0.09 0.02
H 3.77959 -3.33167 2.44108 0.00 0.02 -0.08
H 3.89548 -5.07182 2.68409 0.00 0.04 0.01
H 2.29639 -5.59100 1.03420 0.09 0.01 -0.07
H 1.65030 -4.04585 1.55131 0.05 -0.04 0.01
H 2.37443 -1.49092 1.20207 0.04 0.01 -0.03
H 3.82197 -1.46809 0.20055 -0.01 0.01 -0.06
H 1.40344 -0.20951 -1.06415 0.06 0.01 0.00
H 3.06473 0.39166 -1.03171 -0.10 -0.01 -0.09
H 1.66343 0.52180 1.57829 -0.08 -0.09 -0.09
H 1.05159 2.45540 -0.66672 -0.09 -0.06 -0.07
H -0.13769 1.22251 -0.24336 0.01 -0.09 0.23
H -0.50395 3.34075 0.78481 0.03 0.11 0.18
H -0.71918 2.53602 3.12723 -0.07 0.02 -0.09
H -0.01661 1.04014 2.47674 0.04 0.02 0.05
H -2.10402 1.93009 0.68263 0.05 0.10 0.07
H -3.15695 -0.24997 1.35072 0.00 -0.03 0.06
H -1.86119 -0.47198 2.53337 -0.05 -0.03 -0.03
H -1.50765 -0.41077 0.78775 0.11 -0.01 0.12
H -2.79289 2.99010 3.14169 -0.01 0.01 -0.05
H -3.95531 2.43901 1.94085 0.03 -0.11 0.02
H -3.51113 1.37276 3.25982 0.11 0.04 0.05
H 2.05065 5.56901 0.98845 0.08 -0.08 0.00
H 0.37807 5.22600 0.58322 0.05 0.05 -0.01
H 1.68664 4.45176 -0.32550 0.02 0.00 0.05
H 2.52775 5.37427 4.28603 0.00 -0.07 -0.11
H 1.06708 2.53279 4.29577 -0.03 0.08 0.21
H 2.53388 2.27072 2.81185 -0.01 -0.17 -0.12
H 5.13101 2.99078 3.61943 -0.04 0.16 0.05
H 5.42642 3.84314 -0.46060 -0.02 0.03 0.00
H 3.66586 3.80380 -0.49120 0.07 -0.02 0.01
H 4.52162 5.33336 -0.76457 -0.03 0.00 0.02
H 5.94275 6.16621 0.91706 -0.03 0.02 0.04
H 5.58896 5.84459 2.62111 0.04 -0.04 -0.02
H 6.59177 4.71610 1.68824 -0.03 0.00 -0.02
H 2.37120 -1.73204 -3.98685 -0.03 0.00 0.00
H 0.93091 -1.61355 -2.95835 0.02 -0.02 -0.05
H 0.01487 -3.49749 -3.94538 0.02 -0.02 0.01
H 1.39091 -3.56000 -5.05706 -0.02 0.00 0.02
H 1.44927 -4.41570 -3.52007 0.02 0.01 -0.03
C -5.51637 -2.73463 5.16137 0.00 0.01 -0.01
C -4.53993 -1.75823 5.30399 -0.01 -0.01 -0.01
C -3.28395 -1.95402 4.74695 0.03 0.04 0.00
C -3.00131 -3.11785 4.04524 -0.02 0.00 -0.01
C -3.97964 -4.09207 3.90196 0.00 0.00 0.00
C -5.23553 -3.90015 4.46151 0.00 0.00 0.00
H -6.49616 -2.58767 5.59684 0.00 0.00 0.00
H -4.75639 -0.84851 5.84980 0.01 -0.01 0.01
H -2.52161 -1.19286 4.86584 0.00 -0.01 0.01
H -2.02142 -3.26809 3.60843 0.00 0.00 0.00
H -3.76316 -5.00087 3.35553 0.00 0.00 0.00
H -5.99700 -4.66147 4.35285 0.00 0.00 0.00
C -1.13493 1.05062 -3.11854 -0.02 -0.01 0.08
C -1.25397 2.41045 -2.86847 0.11 0.13 0.05
C -2.18847 3.17822 -3.55064 -0.09 -0.14 0.01
C -3.03463 2.56598 -4.46524 -0.03 -0.02 0.02
C -2.93821 1.19955 -4.69488 0.01 -0.02 -0.06
C -1.98167 0.44199 -4.03380 -0.01 -0.02 0.01
H -0.39413 0.45784 -2.59303 -0.01 -0.01 -0.01
H -0.60410 2.88611 -2.14197 0.03 0.05 -0.06
H -2.26911 4.24071 -3.36034 0.01 0.00 -0.01
H -3.78322 3.14623 -4.98813 0.02 0.02 0.00
H -3.61505 0.71794 -5.38841 0.01 0.03 -0.03
H -1.90903 -0.62225 -4.21792 0.01 0.00 -0.01
C -6.86614 1.86519 -0.08392 0.00 0.01 0.00
C -5.83828 2.79815 -0.10083 0.00 0.00 0.00
C -4.65462 2.51013 -0.76793 0.00 0.01 -0.02
C -4.49976 1.29687 -1.42600 0.02 0.03 0.07
C -5.53267 0.36920 -1.41506 0.02 -0.03 0.04
C -6.71266 0.65143 -0.74030 -0.01 0.00 0.00
H -7.78967 2.08704 0.43485 0.00 0.00 0.00
H -5.96424 3.75012 0.39989 0.01 0.00 0.00
H -3.85447 3.24216 -0.79153 -0.01 0.02 -0.02
H -3.57990 1.08042 -1.95306 -0.01 0.00 -0.01
H -5.41785 -0.57416 -1.93392 0.00 0.00 0.01
H -7.51661 -0.07310 -0.73010 0.00 0.00 0.00
C 1.51201 -8.43732 -4.06559 0.03 -0.01 -0.01
C 1.70265 -7.38754 -3.17764 -0.01 0.01 -0.01
C 0.63610 -6.91594 -2.42466 0.01 0.04 0.06
C -0.61861 -7.49546 -2.55503 0.00 0.00 -0.01
C -0.80742 -8.54711 -3.44131 0.00 0.01 -0.01
C 0.25760 -9.01673 -4.19823 -0.01 0.01 0.00
H 2.34293 -8.80735 -4.65313 0.00 -0.02 0.01
H 2.68176 -6.93563 -3.07315 0.00 0.00 0.00
H 0.78306 -6.09322 -1.73420 -0.01 0.00 0.01
H -1.44906 -7.12618 -1.96679 0.00 0.00 0.00
H -1.78480 -9.00097 -3.54300 0.00 0.00 0.00
H 0.11057 -9.83473 -4.89187 0.00 0.00 0.01
C 3.78825 -8.49815 -9.86922 0.00 0.00 0.00
C 2.70577 -8.37648 -9.00902 0.01 -0.01 0.00
C 2.91789 -8.17888 -7.65137 -0.03 0.02 0.01
C 4.21178 -8.09915 -7.15531 0.00 0.00 0.01
C 5.29461 -8.22074 -8.01546 0.00 0.00 0.00
C 5.08229 -8.42120 -9.37239 0.00 0.00 0.00
H 3.62373 -8.65481 -10.92752 0.00 0.00 0.00
H 1.69671 -8.43735 -9.39619 0.00 0.00 0.00
H 2.07342 -8.08442 -6.97995 0.00 0.01 -0.01
H 4.37808 -7.94212 -6.09636 0.00 0.00 0.00
H 6.30383 -8.16014 -7.62867 0.00 0.00 0.00
H 5.92603 -8.51905 -10.04330 0.00 0.00 0.00
C -1.02048 0.75898 6.68668 0.01 -0.01 -0.03
C -0.64426 2.05020 7.03193 -0.07 -0.02 -0.06
C -0.45264 2.38397 8.36540 0.02 -0.04 0.00
C -0.63442 1.42158 9.34910 0.01 0.00 0.00
C -1.00945 0.13018 9.00186 0.00 0.00 0.00
C -1.20461 -0.20432 7.66889 0.01 0.00 0.01
H -1.18203 0.50196 5.64486 -0.01 0.01 0.00
H -0.51992 2.79823 6.26038 -0.01 0.06 0.06
H -0.16526 3.39125 8.63761 -0.01 0.00 0.00
H -0.48728 1.67874 10.38994 0.00 0.00 0.00
H -1.15387 -0.61600 9.77219 0.00 0.00 0.00
H -1.50732 -1.20807 7.39832 0.00 0.00 0.00
C -1.39219 8.26395 -2.47327 0.01 0.00 0.00
C -0.96156 9.54547 -2.15858 0.00 0.00 0.00
C -0.67535 9.88028 -0.84188 0.01 0.00 0.00
C -0.81660 8.93336 0.16321 0.02 0.00 -0.03
C -1.24738 7.65200 -0.15185 0.00 -0.09 0.06
C -1.53594 7.31730 -1.46812 0.02 -0.01 0.00
H -1.62062 8.00660 -3.49959 0.00 0.00 0.00
H -0.85218 10.28566 -2.94044 0.00 0.00 0.00
H -0.34517 10.88185 -0.59880 0.00 0.00 0.00
H -0.59507 9.19316 1.19031 -0.01 0.00 0.00
H -1.36706 6.91720 0.63700 -0.03 0.03 0.02
H -1.88237 6.31932 -1.71163 -0.02 0.00 0.01